C37H48MnN4O2P3Te as an isolated structure, computed with ωB97M-V/def2-TZVPD.

```
96
Properties=species:S:1:pos:R:3:forces:R:3:mulliken_spin:R:1
Te -2.2764 -3.2755 -1.0096 -0.565 -0.028 -0.426 0.00
Mn 0.7802 0.1331 0.1703 1.012 -1.091 -0.741 4.52
P 1.3303 2.4905 -0.2022 0.150 1.244 0.209 0.00
P -1.5636 1.3862 0.1020 -0.959 0.463 -0.130 0.08
P 1.0565 -0.2995 2.7057 0.739 -0.621 0.647 0.08
O -5.1482 -0.0598 -3.9633 -0.133 -0.104 0.378 0.00
O -1.8129 -0.2076 -6.2262 0.062 -0.047 -0.247 0.00
N -2.9341 0.2791 -4.3384 -0.322 -0.017 0.188 0.00
N 2.3242 -2.4735 -1.1624 0.147 -0.087 -0.095 0.01
N 1.2175 -2.2444 -0.2796 -0.345 -0.384 0.098 0.09
N 0.6675 -0.1094 -2.1780 -0.068 0.247 0.225 0.02
C -0.7186 -2.4272 2.5047 0.206 0.162 0.096 0.00
C 5.3374 -0.2736 1.1184 0.079 0.086 -0.286 -0.01
C 2.8138 -0.3127 2.2010 -0.088 0.203 -0.220 -0.12
C 0.3373 4.0938 -2.2805 -0.061 -0.055 0.204 0.01
C 1.0867 3.3079 1.4381 -0.048 -0.138 -0.204 0.03
C 1.1259 -4.4016 3.1064 0.053 -0.127 0.012 0.00
C 1.9553 1.1891 4.8707 -0.072 -0.022 -0.046 0.01
C 0.6012 -2.0787 2.7928 -0.133 0.288 -0.020 -0.01
C 2.8486 3.3811 -0.7146 -0.144 -0.334 -0.028 0.03
C -1.8822 3.9213 -3.1637 0.080 0.117 0.001 0.01
C -2.7393 -3.1483 -3.1134 0.001 -0.137 0.313 0.00
C -0.5322 0.0069 -4.2489 0.424 -0.144 0.061 -0.02
C 2.9506 0.0224 0.8411 -0.999 -0.232 -0.131 0.13
C 5.1740 -0.5704 2.4637 0.091 -0.104 0.139 0.00
C 1.8125 -0.0497 -2.8585 0.011 0.004 -0.085 0.07
C -4.3593 -3.2894 -0.4412 0.362 -0.117 -0.090 0.00
C 1.5226 -3.0750 3.1021 -0.095 0.055 -0.067 0.00
C 1.4651 0.7186 7.1713 -0.007 -0.022 0.042 0.00
C 3.9054 -0.6010 3.0163 -0.056 0.062 0.025 0.01
C 4.2406 0.0152 0.3150 0.143 0.008 0.298 0.00
C -0.1861 -4.7424 2.8154 -0.080 -0.066 -0.059 0.00
C 0.6462 -0.3285 6.7824 -0.009 -0.016 0.149 0.00
C 2.1120 1.4837 6.2122 0.048 0.055 0.058 0.00
C 0.6709 0.0417 -4.9523 -0.184 0.027 0.311 0.00
C -2.1963 2.9885 -2.1885 -0.077 -0.013 0.049 0.00
C -1.2525 2.5930 -1.2491 0.252 -0.051 0.069 -0.04
C -2.3050 2.5406 1.3422 0.247 -0.225 0.103 0.01
C -1.1112 -3.7534 2.5217 -0.025 -0.116 0.008 0.01
C -0.6141 4.4787 -3.2029 -0.213 -0.028 -0.154 0.00
C -4.2249 0.2565 -4.9699 0.055 0.087 -0.771 0.00
C 0.4959 -0.6343 5.4417 0.050 0.044 -0.100 0.00
C 0.0371 3.1641 -1.2876 -0.129 0.015 -0.216 0.05
C -1.8044 0.0162 -5.0340 -0.079 0.035 0.264 0.00
C -0.4702 -0.0940 -2.8642 -0.187 0.028 -0.343 -0.02
C 1.8569 0.0107 -4.2414 -0.059 0.030 -0.002 0.01
C 1.1718 0.1058 4.4792 -0.328 0.184 -0.054 0.04
C -3.1276 0.5012 -0.3167 0.281 -0.006 -0.213 0.02
H -3.4761 -2.3736 -3.2814 -0.106 0.215 0.078 0.00
H 0.7162 4.3237 1.3094 0.006 0.055 0.067 0.00
H -3.2679 2.9006 0.9764 0.059 -0.032 -0.068 0.00
H -4.1993 -0.5006 -5.7656 0.023 0.196 0.123 0.00
H 2.5296 -3.4684 -1.2647 -0.083 0.270 0.215 0.00
H -6.0238 -0.1244 -4.3563 -0.025 0.026 0.028 0.00
H 0.3825 -2.5809 -0.7669 0.310 0.140 0.241 0.00
H -2.1336 -4.0200 2.3031 -0.147 -0.047 -0.019 0.00
H -4.8976 -2.5415 -1.0074 0.025 0.250 -0.106 0.00
H -1.6563 3.3936 1.5206 0.020 0.004 0.004 0.00
H -0.4867 -5.7803 2.8073 -0.011 -0.050 0.029 0.00
H -2.9327 0.5625 -3.3727 0.201 0.052 -0.033 0.00
H -4.4386 -3.0777 0.6168 0.032 0.060 0.191 0.00
H 1.8390 -5.1802 3.3335 0.086 -0.037 0.034 0.00
H 1.3026 -2.7870 0.5881 -0.050 0.152 -0.334 0.00
H 0.1354 -0.9248 7.5240 -0.040 -0.015 0.077 0.00
H 1.6034 0.9345 8.2203 -0.005 0.039 0.068 0.00
H -3.1350 -4.0986 -3.4465 -0.004 -0.161 -0.024 0.00
H 1.3218 4.5254 -2.3412 0.135 0.078 0.014 0.00
H 6.0373 -0.7791 3.0794 0.052 -0.020 0.034 0.00
H 3.7678 -0.8224 4.0671 0.058 -0.023 0.082 0.00
H 2.7232 4.4594 -0.5952 0.033 -0.068 -0.035 0.00
H -3.5741 0.1898 0.6282 0.011 -0.030 0.024 0.00
H -0.3634 5.2116 -3.9536 0.002 0.063 -0.113 0.00
H 2.5486 -2.8110 3.3138 0.068 -0.016 0.031 0.00
H 6.3275 -0.2534 0.6829 0.125 -0.020 0.063 0.00
H 0.6420 0.0891 -6.0305 0.013 -0.003 -0.080 0.00
H 3.6578 3.0380 -0.0677 -0.025 -0.011 -0.055 0.00
H 2.7539 2.2996 6.5120 0.004 0.071 0.019 0.00
H -4.4557 1.2365 -5.4226 0.034 -0.216 0.090 0.00
H -0.1338 -1.4585 5.1420 -0.035 -0.111 0.038 0.00
H -1.4364 -1.6486 2.2743 -0.051 0.039 -0.055 -0.02
H 2.7159 -0.0676 -2.2655 0.036 0.041 -0.001 -0.02
H -4.7856 -4.2623 -0.6457 0.028 -0.176 -0.024 0.00
H 2.4604 1.7834 4.1212 0.104 0.023 -0.020 0.00
H 2.0571 3.3393 1.9297 0.081 -0.005 0.043 0.00
H -3.8428 1.1378 -0.8344 -0.050 0.091 0.063 0.00
H 4.4166 0.2603 -0.7284 0.042 0.028 -0.080 0.00
H -2.4600 2.0119 2.2823 -0.002 0.006 0.069 0.00
H 2.8055 0.0304 -4.7503 0.152 0.019 -0.041 0.00
H -2.9475 -0.4000 -0.9034 -0.010 0.030 0.040 -0.01
H 3.1424 -2.0078 -0.7756 -0.190 -0.062 0.097 0.00
H -2.6258 4.2258 -3.8843 -0.090 -0.017 -0.063 0.00
H -3.1974 2.5806 -2.1739 -0.087 -0.040 0.051 0.00
H -1.8399 -2.9162 -3.6704 0.205 0.019 -0.012 0.00
H -1.3723 -0.1931 -2.2748 -0.028 -0.022 0.006 0.03
H 3.0952 3.1390 -1.7485 0.080 0.058 0.024 0.00
H 0.4119 2.7330 2.0712 -0.018 0.048 -0.002 -0.01
```
Forces are in eV/Å.

Summary:
maximum force = 1.66 eV Å⁻¹
LUMO level (spin up / spin down) = -2.0834 / -2.1361 eV
frontier orbital gap (spin up / spin down) = 6.928 / 8.215 eV
multiplicity = 6
net charge = +1